No. 1
Below is a 2-piece molecular cluster, C22H27N4 overall at a distorted geometry, with properties calculated with ωB97M-V/def2-TZVPD.

Each line ends with the Mulliken charge.
Element x y z (Å)
C 3.6588 0.0763 7.0030  -0.966
N 2.4321 -0.3829 6.3363  0.161
C 1.1773 0.0624 6.9583  -0.952
C 2.4624 -0.6929 4.9369  -0.114
C 2.5058 -2.0249 4.4902  -0.407
C 2.5671 -2.3165 3.1541  -0.787
C 2.5835 -1.2969 2.1789  0.954
C 2.6602 -1.6196 0.7933  -0.075
C 2.5645 -0.6880 -0.2225  -0.370
C 2.6521 -0.9654 -1.5735  -0.254
C 2.6103 0.0184 -2.6029  0.947
C 2.6212 -0.3600 -3.9630  -0.884
C 2.6167 0.5745 -4.9623  -0.370
C 2.6010 1.9478 -4.6663  -0.177
N 2.6164 2.9234 -5.7159  0.204
C 1.3741 3.5920 -6.1246  -0.959
C 3.8670 3.6047 -6.0774  -0.963
C 2.5818 2.3339 -3.3149  -0.257
C 2.5836 1.3994 -2.3162  -0.839
C 2.5321 0.0367 2.6379  -0.874
C 2.4755 0.3297 3.9731  -0.301
H 4.5139 -0.1247 6.3582  0.327
H 3.6228 1.1465 7.2088  0.341
H 3.8006 -0.4569 7.9418  0.321
H 0.3471 -0.1498 6.2850  0.323
H 1.0098 -0.4712 7.8927  0.319
H 1.1936 1.1331 7.1640  0.336
H 2.4909 -2.8092 5.2285  0.480
H 2.5976 -3.3423 2.8329  0.428
H 2.8126 -2.6520 0.5313  0.279
H 2.3692 0.3278 0.0622  0.224
H 2.7655 -1.9906 -1.8775  0.457
H 2.6309 -1.4072 -4.2096  0.401
H 2.6263 0.2767 -5.9976  0.481
H 0.5268 3.0911 -5.6567  0.314
H 1.3697 4.6400 -5.8232  0.333
H 1.2548 3.5369 -7.2059  0.320
H 4.7015 3.1126 -5.5781  0.314
H 4.0279 3.5515 -7.1534  0.318
H 3.8498 4.6527 -5.7762  0.334
H 2.5758 3.3848 -3.0807  0.447
H 2.5855 1.7232 -1.2912  0.371
H 2.5628 0.8402 1.9251  0.374
H 2.4571 1.3538 4.3076  0.428
N 5.7440 -3.4877 0.4209  -0.234
C 6.0993 -4.7259 0.6750  -0.336
N 7.4423 -4.9197 0.4410  -0.080
C 7.9288 -3.7180 0.0204  -0.321
C 6.8602 -2.8518 0.0179  -0.321
H 5.4041 -5.4794 1.0226  0.360
H 7.9733 -5.7876 0.5600  0.209
H 8.9481 -3.4866 -0.2540  0.365
H 6.8925 -1.8087 -0.2632  0.370

Calculated values
**Net charge**: +1
**Spin multiplicity**: 1
**Frontier orbital gap**: 5.5 eV
**E_tot**: -1073.23738 Ha
**Largest force on an atom**: 1.37 eV/Å

---

No. 2
Below is a 2-piece molecular cluster, H15NSi6 overall at a distorted geometry, with properties calculated with ωB97M-V/def2-TZVPD.

Each line ends with the Mulliken charge.
Element x y z (Å)
Si 3.2950 -1.4437 -0.7321  0.318
Si 1.7944 -0.0975 0.3023  0.036
N 0.3001 0.2962 -0.2542  0.075
Si -0.4929 1.8362 -0.6193  0.190
Si 0.2659 3.8259 0.2215  0.323
H 4.0505 -0.8448 -1.8127  -0.096
H 4.3641 -1.9907 0.2904  -0.066
H 2.4565 -2.6476 -1.2083  -0.070
H 1.9903 0.3622 1.7734  -0.041
H -0.3556 1.7467 -2.0616  -0.105
H -1.8603 1.4661 -0.4734  -0.185
H 1.7983 4.0507 0.0514  -0.108
H -0.1448 4.2349 1.5788  -0.127
H -0.2909 5.0544 -0.3495  -0.141
Si -2.8212 -1.6150 -0.0691  0.581
Si -0.8330 -2.7541 0.2884  0.383
H -2.8387 -0.7454 1.0514  -0.146
H -3.9546 -2.3041 -0.0039  -0.241
H -2.7742 -0.7886 -1.2239  -0.143
H -0.1569 -2.6986 1.6194  -0.119
H 0.0741 -2.4478 -0.7949  -0.163
H -0.9092 -4.2263 0.0599  -0.156

Calculated values
**Net charge**: 0
**Spin multiplicity**: 1
**Frontier orbital gap**: 7.8 eV
**SMILES string**: [SiH3]/[SiH]=N/[SiH2][SiH3].[SiH3][SiH3]
**E_tot**: -1800.50542 Ha
**Largest force on an atom**: 3.89 eV/Å

---

No. 3
Below is one molecule with the formula C7H7NO at a distorted geometry, with properties calculated with ωB97M-V/def2-TZVPD.

Each line ends with the Mulliken charge.
Element x y z (Å)
C -0.3786 0.8287 2.5075  -0.846
C -0.3252 1.2634 1.0603  0.338
O -0.5519 2.4272 0.7278  -0.552
C -0.0336 0.2032 0.0580  0.468
C -1.0049 -0.6392 -0.3104  -0.033
C -0.7213 -1.7113 -1.2101  -0.249
C 0.5700 -1.7796 -1.7212  -0.352
C 1.4379 -0.8531 -1.2954  -0.194
N 1.2656 0.1572 -0.3962  -0.516
H -0.7813 1.6638 3.0729  0.303
H 0.6567 0.3225 2.7475  0.293
H -1.1915 -0.1093 2.3790  0.258
H -2.2747 -0.3913 -0.0485  0.167
H -1.5449 -2.5850 -1.6983  0.188
H 0.9284 -2.4510 -2.5513  0.310
H 2.4971 -0.8404 -1.4826  0.416

Calculated values
**Net charge**: 0
**Spin multiplicity**: 1
**Frontier orbital gap**: 10.1 eV
**SMILES string**: CC(=O)c1ccccn1
**E_tot**: -400.83737 Ha
**Largest force on an atom**: 6.26 eV/Å

---

No. 4
Below is C26H16Br4N4O4ReS as an isolated structure, with properties calculated with ωB97M-V/def2-TZVPD.

Each line ends with the Mulliken charge.
Element x y z (Å)
Re 0.0651 0.6628 -0.4149  1.907
O -0.3166 0.4949 -2.2545  -0.556
C 0.4309 0.1472 -3.3267  0.458
C -0.1178 0.3837 -4.5832  -0.613
C 0.5812 0.0423 -5.7246  -0.457
C 1.8376 -0.5505 -5.6291  -0.761
C 2.3787 -0.7889 -4.3838  -0.858
C 1.6964 -0.4436 -3.2106  0.515
C 2.3274 -0.7283 -1.9395  -0.097
N 1.8026 -0.4223 -0.8081  0.788
N 2.5376 -0.7981 0.3162  -1.085
C 1.8936 -0.4927 1.3956  0.548
O 0.7042 0.0537 1.3879  -0.818
C 2.4938 -0.7822 2.7160  0.481
C 1.8378 -0.3675 3.8706  -0.259
C 2.3919 -0.6310 5.1140  -0.724
C 3.5993 -1.3074 5.2068  -0.381
C 4.2554 -1.7215 4.0541  -0.643
C 3.7074 -1.4599 2.8104  -0.386
H -1.0951 0.8447 -4.6372  0.442
H 0.1460 0.2384 -6.6956  0.406
H 2.3842 -0.8208 -6.5219  0.393
H 3.3544 -1.2512 -4.2943  0.381
H 3.2902 -1.2283 -1.9264  0.407
H 0.9004 0.1643 3.7844  0.438
H 1.8822 -0.3038 6.0106  0.403
H 4.0320 -1.5111 6.1778  0.383
H 5.1978 -2.2483 4.1267  0.386
H 4.2079 -1.7722 1.9047  0.445
Br -2.8985 6.8649 0.5487  -0.166
C -1.6434 5.4689 0.3943  0.273
C -0.2695 5.7375 0.4477  0.148
Br 0.3430 7.5018 0.6988  -0.165
C 0.6541 4.7035 0.3129  -0.231
Br 2.5136 4.9688 0.3847  -0.102
C 0.2041 3.4074 0.0965  0.332
O 1.0165 2.3460 -0.0214  -0.587
C -1.1688 3.1343 0.0922  0.369
O -1.4935 1.8404 -0.0058  -0.732
C -2.0908 4.1612 0.2263  -0.319
Br -3.9131 3.6912 0.1795  -0.133
N -5.6467 -3.2718 0.7406  -0.366
C -4.4401 -3.8045 0.4961  -0.058
S -4.1496 -5.4152 0.4109  -0.327
C -3.3572 -2.8008 0.2751  1.014
C -2.0838 -3.0112 0.7896  -0.851
C -1.1101 -2.0607 0.5788  -0.296
N -1.3320 -0.9392 -0.1212  -0.062
C -2.5535 -0.7423 -0.6374  -0.203
C -3.5854 -1.6429 -0.4568  -0.945
H -6.4206 -3.8929 0.9085  0.219
H -5.7647 -2.2881 0.9143  0.224
H -1.8620 -3.9112 1.3440  0.416
H -0.1148 -2.1867 0.9800  0.409
H -2.6958 0.1739 -1.1908  0.571
H -4.5441 -1.4347 -0.9117  0.426

Calculated values
**Net charge**: 0
**⟨S²⟩**: 0.757
**Spin multiplicity**: 2
**Frontier orbital gap (spin up / spin down)**: 6.8 / 6.4 eV
**E_tot**: -12292.98728 Ha
**Largest force on an atom**: 0.93 eV/Å

---

No. 5
Below is C22H32N6O8P2Zr as an isolated structure, with properties calculated with ωB97M-V/def2-TZVPD.

Each line ends with the Mulliken charge.
Element x y z (Å)
Zr 0.0088 -0.4927 0.2433  -0.416
C -2.2745 -3.0238 0.0904  -0.702
C -1.1815 -3.3832 -0.8894  -1.121
N -0.6282 -2.1342 -1.4547  0.065
C -1.4707 -1.5795 -2.5286  -1.604
C -2.3923 -0.5242 -1.9950  0.707
C -3.5275 -0.1394 -2.6874  -1.239
C -4.3547 0.8207 -2.1344  -0.775
C -4.0403 1.3438 -0.8898  -1.042
C -2.8889 0.9176 -0.2559  1.106
C -2.5271 1.4527 1.0995  -2.239
N -1.5130 0.6207 1.7849  -0.181
C -2.1523 -0.3431 2.7214  -1.172
C -2.7469 -1.4831 1.9290  -0.861
N -1.7047 -2.0964 1.0828  -0.017
N -2.0616 0.0183 -0.8128  2.406
H -2.6846 -3.9177 0.5663  0.570
H -3.1002 -2.5188 -0.4150  0.329
H -1.5640 -4.0347 -1.6785  0.551
H -0.3713 -3.9047 -0.3822  0.369
H 0.2939 -2.3360 -1.8301  0.516
H -2.0539 -2.3660 -3.0154  0.710
H -0.8358 -1.1353 -3.2965  0.229
H -3.7592 -0.6003 -3.6380  0.616
H -5.2491 1.1394 -2.6527  0.481
H -4.6855 2.0657 -0.4077  0.593
H -3.4328 1.5217 1.7070  0.636
H -2.1486 2.4648 0.9857  0.618
H -0.9231 1.2313 2.3451  0.352
H -2.9310 0.1543 3.3048  0.649
H -1.3893 -0.7077 3.4017  0.401
H -3.5445 -1.1263 1.2743  0.380
H -3.1941 -2.2166 2.6045  0.603
H -1.1060 -2.6309 1.7066  0.470
O 1.3088 -0.2761 -1.3152  -0.400
C 1.1194 0.2056 -2.5449  0.119
C 1.5997 -0.4878 -3.6611  -0.378
C 1.3109 -0.0393 -4.9376  -0.604
C 0.5529 1.1124 -5.1351  -1.084
C 0.1325 1.8403 -4.0403  -0.826
C 0.4212 1.4059 -2.7433  0.738
C 0.1882 2.2450 -1.5777  -0.196
N 0.0272 1.8390 -0.3234  1.790
C 0.0925 2.9806 0.4593  -1.284
C 0.2429 4.0706 -0.3284  -0.991
N 0.2960 3.5904 -1.6143  -0.032
H 2.1934 -1.3796 -3.5009  0.490
H 1.6776 -0.5924 -5.7924  0.458
H 0.3181 1.4471 -6.1355  0.460
H -0.4356 2.7521 -4.1875  0.564
H 0.0522 2.9542 1.5347  0.663
H 0.3255 5.1172 -0.0961  0.488
H 0.5014 4.1267 -2.4416  0.260
C 4.1810 -1.7756 0.9704  -1.667
C 3.2461 -1.4481 2.1298  1.160
O 3.7606 -1.8615 3.4002  -0.620
P 2.8534 0.3271 2.2140  0.305
O 4.2022 1.0238 1.7987  -0.531
O 2.5363 0.7134 3.7029  -0.540
O 1.6784 0.6770 1.3674  -0.307
P 1.6114 -2.2724 1.8850  0.716
O 1.7645 -3.7049 2.5020  -0.557
O 0.5107 -1.4133 2.4638  -0.449
O 1.3178 -2.3418 0.3979  -0.574
H 5.1581 -1.3206 1.1362  0.563
H 3.7760 -1.3984 0.0318  0.219
H 4.2907 -2.8574 0.8812  0.482
H 4.7018 -2.0587 3.3118  0.412
H 4.2150 1.9893 1.7469  0.384
H 3.1852 0.4173 4.3590  0.373
H 2.3057 -3.7639 3.3038  0.410

Calculated values
**Net charge**: +2
**Spin multiplicity**: 1
**Frontier orbital gap**: 8.3 eV
**E_tot**: -2517.79778 Ha
**Largest force on an atom**: 0.35 eV/Å